(1)
Entry from the OMol25 dataset: a 2-piece molecular cluster, C4H12NO2 overall in a non-equilibrium geometry (ωB97M-V with the def2-TZVPD basis set).

Positions of all 19 atoms, in Å:
1 O 1.00460 0.05961 -2.09161
2 C 0.96767 -0.78152 -1.25234
3 C 0.48953 -0.49920 0.12597
4 C 0.16553 -1.79229 1.09075
5 C -1.26691 -1.88296 1.39417
6 N -0.59945 0.58644 0.06381
7 H 1.23931 -1.85996 -1.45802
8 H 1.48784 -0.10252 0.46545
9 H 0.92157 -1.91696 1.81037
10 H 0.30785 -2.62577 0.19533
11 H -2.06022 -1.15450 1.26719
12 H -1.68561 -2.87229 1.06718
13 H -1.42726 -2.16071 2.45321
14 H -1.16917 0.56213 -0.78616
15 H -0.07556 1.44312 0.14194
16 H -1.32181 0.30557 0.85768
17 H 0.21685 5.13512 -1.79766
18 H 1.79566 4.68812 -2.04123
19 O 1.00958 4.86857 -1.50604

## Properties
Frontier orbital gap: 0.3772 Ha
Maximum force: 7.06 eV/Å
Energy above the lowest of the compared OMol25 structures with the same formula, charge and spin: 3.942 eV
Calculated total energy: -9918.2878 eV
Spin multiplicity: 1
Net charge: +1

***

(2)
Entry from the OMol25 dataset: one molecule with the formula C11H23N5O3 in a non-equilibrium geometry (ωB97M-V with the def2-TZVPD basis set).

Positions of all 42 atoms, in Å:
1 H 1.19257 3.22648 2.91298
2 N 2.16851 2.93070 2.72089
3 C 2.53562 3.01622 1.48898
4 N 3.89291 2.90926 1.18280
5 N 1.69632 3.19558 0.38852
6 C 1.90082 2.37504 -0.77677
7 C 1.24121 1.01613 -0.59280
8 C 1.80069 0.13647 0.54850
9 C 1.26776 -1.31565 0.48350
10 N -0.18452 -1.41070 0.58417
11 C -0.92106 -1.63288 -0.52396
12 O -0.44760 -1.59421 -1.67660
13 C -2.42864 -1.92988 -0.27720
14 N -2.80500 -1.64966 1.12802
15 C -3.29212 -1.09200 -1.28572
16 C -2.90153 0.42305 -1.33760
17 C -3.34619 -1.77169 -2.66188
18 C 1.87525 -2.13780 1.63887
19 O 1.24666 -2.54809 2.55986
20 O 3.19238 -2.39346 1.45293
21 H 4.51301 2.98702 1.97456
22 H 4.23514 3.46872 0.39144
23 H 0.70463 3.14046 0.76862
24 H 1.46347 2.88073 -1.64082
25 H 2.95462 2.26461 -0.97234
26 H 1.39765 0.41783 -1.52559
27 H 0.13870 1.12475 -0.44742
28 H 2.88833 0.07984 0.43321
29 H 1.65857 0.58674 1.53485
30 H 1.63175 -1.75017 -0.45532
31 H -0.62813 -1.62127 1.46833
32 H -2.58503 -2.99406 -0.47568
33 H -3.67863 -2.13269 1.40673
34 H -2.92647 -0.66379 1.25240
35 H -4.35107 -1.10951 -0.82706
36 H -1.85847 0.54004 -1.66181
37 H -3.18335 0.85703 -0.34740
38 H -3.49049 0.93443 -2.12701
39 H -3.83699 -2.71241 -2.54841
40 H -2.31810 -1.92547 -2.92921
41 H -3.85913 -1.19279 -3.47591
42 H 3.44594 -2.93296 2.24638

## Properties
Frontier orbital gap: 0.3443 Ha
Maximum force: 2.31 eV/Å
Energy above the lowest of the compared OMol25 structures with the same formula, charge and spin: 0.112 eV
Calculated total energy: -25374.4092 eV
Spin multiplicity: 1
SMILES: [H]/N=C(/N)NCCC[C@H](NC(=O)[C@@H](N)C(C)C)C(=O)O
Net charge: 0

***

(3)
Entry from the OMol25 dataset: C29H34BaN7O4PSi2 as an isolated structure (ωB97M-V with the def2-TZVPD basis set).

Positions of all 78 atoms, in Å:
1 Ba -0.24699 -0.57224 0.64326
2 C 3.31520 -1.04956 -4.07498
3 N 2.06080 -0.55930 -3.55005
4 C 1.64389 0.74513 -3.61154
5 C 0.53698 0.83852 -2.81656
6 N 0.28402 -0.37781 -2.26191
7 C 1.21174 -1.20314 -2.69008
8 P 1.32022 -2.96567 -2.27112
9 C -0.45926 -3.31337 -1.92250
10 N -1.24803 -2.73384 -1.04570
11 C -2.47046 -3.32435 -1.17692
12 C -2.41578 -4.28708 -2.14204
13 N -1.12947 -4.27897 -2.62193
14 C -0.61960 -5.12796 -3.67653
15 C 2.03149 -3.08385 -0.59664
16 N 1.37842 -2.99971 0.54257
17 C 2.28980 -3.17945 1.54259
18 C 3.52348 -3.37099 0.99251
19 N 3.35769 -3.32190 -0.36441
20 C 4.44651 -3.22922 -1.31001
21 H 3.55631 -0.49775 -4.98235
22 H 4.11596 -0.91206 -3.34663
23 H 3.22018 -2.10702 -4.31940
24 H 2.18322 1.48097 -4.18278
25 H -0.07083 1.69539 -2.57642
26 H -3.30416 -2.99712 -0.57923
27 H -3.16086 -4.95630 -2.53662
28 H -1.43485 -5.76328 -4.01705
29 H -0.25997 -4.52903 -4.51254
30 H 0.19238 -5.75434 -3.30797
31 H 2.01259 -3.10751 2.58031
32 H 4.50223 -3.46617 1.43029
33 H 5.23121 -3.92981 -1.02571
34 H 4.08617 -3.49032 -2.30440
35 H 4.84549 -2.21328 -1.31237
36 O -1.32808 -1.19168 5.13033
37 C -0.85670 -0.90579 4.02478
38 O -1.38256 -0.98509 2.88229
39 C 0.61405 -0.39489 4.03680
40 C 1.26032 -0.07115 5.22604
41 C 2.58090 0.34161 5.16981
42 C 3.24197 0.39347 3.95141
43 C 2.53797 0.05710 2.80062
44 N 1.26133 -0.30742 2.87835
45 C 3.23900 0.01007 1.41320
46 O 4.48101 0.07372 1.43916
47 O 2.49181 -0.14347 0.41528
48 H 0.70378 -0.15867 6.14880
49 H 3.10631 0.61490 6.07951
50 H 4.28020 0.67809 3.85378
51 C 0.80387 4.07437 -0.24634
52 Si -0.27060 2.85486 0.85367
53 C 0.19223 3.62374 2.58287
54 C -2.00968 3.71341 0.57267
55 C -2.10577 5.10467 0.72048
56 C -3.28479 5.80767 0.53790
57 C -4.43673 5.10817 0.19977
58 C -4.36568 3.73313 0.05001
59 C -3.18002 3.00246 0.21810
60 Si -3.24230 1.05987 -0.06806
61 C -4.67897 0.62430 1.17406
62 C -4.35000 1.02839 -1.68694
63 H 0.81960 5.09889 0.14604
64 H 0.39640 4.11832 -1.26369
65 H 1.83959 3.72797 -0.32345
66 H 0.02441 4.70726 2.61642
67 H 1.25338 3.44001 2.78721
68 H -0.37466 3.16490 3.39864
69 H -1.21329 5.66287 0.99196
70 H -3.30726 6.88732 0.66120
71 H -5.38022 5.62843 0.05567
72 H -5.27766 3.20212 -0.20908
73 H -5.54988 1.27488 1.02252
74 H -4.36000 0.70513 2.21613
75 H -5.00321 -0.41216 1.02476
76 H -5.31725 1.53637 -1.58803
77 H -4.55436 -0.01703 -1.94962
78 H -3.82421 1.47130 -2.54015

## Properties
Frontier orbital gap: 0.1144 Ha
Maximum force: 0.97 eV/Å
Energy above the lowest of the compared OMol25 structures with the same formula, charge and spin: 1.807 eV
Calculated total energy: -74986.9451 eV
Spin multiplicity: 1
Net charge: -2